<i>
12
Properties=species:S:1:pos:R:3:mulliken_charge:R:1 method="wB97M-V/def2-TZVPD" lumo_energy_ha="-0.22797 / -0.22784" total_charge=+1 multiplicity=1
C 0.311 1.176 -0.636 -0.2277
C 2.046 -0.533 -0.088 -0.5708
C 1.675 0.810 0.038 0.3327
C 0.458 0.596 0.886 -0.2407
C -1.964 0.266 0.102 -0.7238
N -0.551 0.432 0.000 0.4480
H 1.328 -1.069 -0.628 0.2825
H 3.049 -0.926 0.088 0.3080
H 2.419 1.555 0.293 0.3303
H -2.464 -0.584 0.523 0.3072
H -2.194 0.459 -0.928 0.3720
H -2.300 1.118 0.545 0.3824



<ii>
12
Properties=species:S:1:pos:R:3:mulliken_charge:R:1 method="wB97M-V/def2-TZVPD" lumo_energy_ha=-0.17700 total_charge=+1 smiles="C1=C[N+]2=C(C1)C2" multiplicity=1
C 1.504 0.298 -0.118 -0.2801
C 0.595 1.290 -0.064 -0.2410
N -0.634 0.668 -0.157 0.1111
C -0.619 -0.588 -0.117 -0.0977
C 0.773 -1.104 -0.229 -0.4188
C -1.980 0.022 0.103 -0.1054
H 2.534 0.274 0.054 0.4294
H 0.991 2.315 0.116 0.3695
H 1.132 -1.637 -1.000 0.4246
H 0.838 -1.535 0.814 0.2892
H -2.755 0.136 -0.589 0.2845
H -2.378 -0.140 1.186 0.2347



Result of the stability comparison: <i> is the least stable of them.



<i>
20
Properties=species:S:1:pos:R:3:mulliken_charge:R:1 method="wB97M-V/def2-TZVPD" lumo_energy_ha=0.00296 smiles="C=CN.O.O.O.O" multiplicity=1
C 1.019 1.103 -1.782 -0.8953
C 1.231 -0.121 -2.226 0.2773
N 0.536 -1.255 -1.725 -0.4268
H 0.169 1.370 -1.029 0.0966
H 1.546 1.924 -2.012 0.3110
H 1.914 -0.509 -3.053 0.2417
H 0.119 -1.178 -0.746 0.1651
H 0.979 -2.162 -1.842 0.2465
O -3.436 0.138 0.240 -0.6017
H -3.011 0.167 0.992 0.2675
H -3.991 -0.739 0.350 0.3317
O 1.185 2.859 1.777 -0.6578
H 1.931 3.388 1.215 0.3332
H 0.338 3.273 1.639 0.3012
O 1.327 0.480 3.057 -0.6184
H 1.549 1.024 2.294 0.3645
H 0.354 0.554 3.172 0.2689
O -1.128 -3.773 -0.074 -0.6386
H -1.008 -3.180 0.640 0.2956
H -1.620 -3.363 -0.887 0.3378



<ii>
20
Properties=species:S:1:pos:R:3:mulliken_charge:R:1 method="wB97M-V/def2-TZVPD" lumo_energy_ha=0.01676 smiles=NCCO.O.O.O multiplicity=1
N 1.068 -0.420 -0.834 -0.5904
C 1.926 0.041 0.249 -0.4265
C 3.258 0.569 -0.249 -0.4883
O 3.119 1.738 -1.046 -0.5019
H 0.828 -1.404 -0.716 0.2341
H 1.622 -0.584 -1.677 0.2678
H 2.197 -0.738 0.958 0.3118
H 1.514 0.869 0.843 0.2273
H 3.795 -0.233 -0.779 0.3162
H 3.844 0.847 0.623 0.3137
H 2.242 1.759 -1.436 0.3363
O -1.410 -1.834 1.949 -0.6372
H -0.808 -1.863 1.199 0.3146
H -2.288 -1.833 1.547 0.3223
O -1.748 3.323 0.975 -0.6357
H -0.918 3.210 1.457 0.3194
H -1.544 3.112 0.061 0.3153
O -5.359 -2.383 -0.776 -0.6353
H -5.080 -1.617 -1.285 0.3221
H -6.260 -2.559 -1.062 0.3142



<iii>
20
Properties=species:S:1:pos:R:3:mulliken_charge:R:1 method="wB97M-V/def2-TZVPD" lumo_energy_ha=0.01551 smiles="C=CN.O.O.O.O" multiplicity=1
C 0.762 -3.223 -0.848 -0.8314
C 0.706 -2.863 0.439 0.1097
N 0.487 -1.640 1.010 -0.4025
H 0.441 -2.545 -1.631 0.2430
H 0.993 -4.246 -1.079 0.2395
H 0.997 -3.654 1.126 0.2218
H 0.204 -1.629 1.982 0.2382
H -0.051 -0.955 0.509 0.1721
O 0.626 0.655 -2.396 -0.6876
H 1.561 0.445 -2.369 0.3217
H 0.375 0.772 -3.317 0.3153
O -0.644 0.491 2.679 -0.6351
H -1.324 0.595 3.348 0.3084
H -0.750 1.305 2.160 0.3825
O -0.759 3.014 1.169 -0.7270
H -0.540 3.015 0.216 0.3924
H 0.046 3.209 1.647 0.3199
O -0.913 2.804 -1.562 -0.7555
H -1.808 2.487 -1.444 0.3407
H -0.408 1.965 -1.636 0.4340



<iv>
20
Properties=species:S:1:pos:R:3:mulliken_charge:R:1 method="wB97M-V/def2-TZVPD" lumo_energy_ha=0.01269 smiles=CNCO.O.O.O multiplicity=1
C 1.005 1.863 0.641 -0.6892
N -0.323 1.288 0.516 -0.3014
C -0.511 -0.105 0.637 -0.7194
O -0.724 -0.705 2.000 -0.5737
H 1.497 1.615 -0.315 0.2373
H 0.948 2.971 0.741 0.3425
H 1.557 1.533 1.538 0.2595
H -1.102 1.813 0.887 0.2144
H 0.320 -0.640 0.181 0.5076
H -1.506 -0.341 0.157 0.3360
H -0.402 -0.006 2.583 0.2852
O 1.093 -1.466 -1.920 -0.6995
H 0.479 -0.715 -1.946 0.4005
H 0.656 -2.158 -1.405 0.3583
O -0.374 -3.123 0.319 -0.6490
H -0.027 -2.596 1.052 0.3362
H -1.213 -2.681 0.146 0.3404
O -0.648 0.842 -2.163 -0.7227
H -0.285 1.681 -2.468 0.3270
H -0.438 0.931 -1.181 0.4100



Result of the stability comparison: <i> is the least stable of them.



<i>
20
Properties=species:S:1:pos:R:3:mulliken_charge:R:1 method="wB97M-V/def2-TZVPD" lumo_energy_ha=0.01892 smiles="C=NC.O.O.O.O" multiplicity=1
C -0.828 0.768 0.920 -0.4070
N -1.515 0.676 -0.151 -0.3525
C -2.088 -0.581 -0.488 -0.7172
H -0.422 1.802 1.219 0.3547
H -0.547 -0.141 1.546 0.2280
H -2.485 -1.294 0.261 0.2445
H -1.179 -0.963 -0.979 0.3333
H -2.810 -0.348 -1.342 0.2653
O 1.509 -1.459 0.747 -0.6354
H 2.259 -1.912 0.257 0.3012
H 1.655 -0.529 0.759 0.3059
O 2.621 1.133 -0.781 -0.6239
H 2.856 2.032 -1.077 0.3000
H 1.954 0.810 -1.255 0.3287
O -0.936 -2.866 1.001 -0.5676
H -0.810 -3.720 1.247 0.2678
H -0.058 -2.434 1.148 0.3439
O 0.280 2.689 -1.188 -0.6587
H -0.636 2.246 -1.286 0.3940
H 0.530 2.616 -0.267 0.2951



<ii>
20
Properties=species:S:1:pos:R:3:mulliken_charge:R:1 method="wB97M-V/def2-TZVPD" lumo_energy_ha=0.02597 smiles="C=NC.O.O.O.O" multiplicity=1
C 1.094 -0.248 -2.715 -0.2527
N 1.722 -0.399 -1.559 -0.3041
C 2.810 0.625 -0.996 -0.7351
H 0.282 -1.014 -2.968 0.2116
H 1.325 0.490 -3.576 0.2469
H 3.595 -0.043 -0.716 0.2891
H 3.217 1.273 -1.796 0.3197
H 2.504 1.288 -0.085 0.2194
O -0.747 1.292 0.660 -0.6656
H -1.487 1.192 0.062 0.2761
H -0.642 0.537 1.314 0.3751
O -0.580 -0.762 2.880 -0.7206
H -0.417 -1.473 2.194 0.3934
H -0.265 -1.358 3.679 0.3250
O -3.500 1.723 0.086 -0.6534
H -4.214 2.356 0.405 0.3203
H -2.645 1.869 0.579 0.3795
O 0.200 -2.284 0.629 -0.7183
H 0.568 -1.504 0.053 0.3819
H -0.291 -2.831 -0.014 0.3119



Result of the stability comparison: <ii> is the least stable of them.



<i>
14
Properties=species:S:1:pos:R:3:mulliken_charge:R:1 method="wB97M-V/def2-TZVPD" lumo_energy_ha=0.03129 multiplicity=1
O 0.931 -0.941 -1.640 -0.5449
C 0.524 0.162 -0.863 0.1464
C -0.982 0.125 -0.497 -0.5306
C -0.957 -0.227 0.989 -0.4268
O 0.339 -0.570 1.330 -0.3715
C 1.154 0.186 0.517 -0.5099
H 0.803 -1.724 -1.088 0.3491
H 0.790 1.032 -1.457 0.3929
H -1.502 -0.608 -1.119 0.2898
H -1.459 1.095 -0.660 0.2913
H -1.651 -0.975 1.379 0.3152
H -0.846 1.067 1.477 0.1513
H 0.653 1.504 1.001 0.1330
H 2.204 -0.123 0.633 0.3147



<ii>
14
Properties=species:S:1:pos:R:3:mulliken_charge:R:1 method="wB97M-V/def2-TZVPD" lumo_energy_ha=0.03120 smiles="CC(C)=O.C=O" multiplicity=1
C -1.825 0.017 -0.299 -1.0802
C -0.826 -0.129 0.825 0.8842
C -0.279 -1.519 1.054 -1.0832
O -0.480 0.821 1.509 -0.5639
H -2.165 1.064 -0.378 0.2792
H -2.703 -0.625 -0.117 0.3418
H -1.366 -0.277 -1.258 0.3017
H -1.098 -2.216 1.299 0.3416
H 0.233 -1.883 0.147 0.3026
H 0.442 -1.517 1.888 0.2802
C 2.521 1.575 -1.163 -0.0734
O 2.053 0.584 -1.682 -0.3968
H 3.393 2.112 -1.607 0.2539
H 2.100 1.994 -0.218 0.2124



Result of the stability comparison: <i> is the least stable of them.